179
Properties=species:S:1:pos:R:3:lowdin_charge:R:1 method="wB97M-V/def2-TZVPD" energy_ha=-8421.05347 molar_mass_g_mol=1879.8 charge=-1 homo_lumo_gap_ev=5.9
C -2.69624 -1.60163 1.92405 -0.09
C -1.33418 -2.17611 1.40130 -0.22
C -1.51898 -3.56445 0.71604 -0.20
C -0.84717 -4.72026 1.51324 -0.20
C 0.69165 -4.51830 1.66627 -0.21
C 1.42436 -5.86631 1.41068 -0.19
C 1.96042 -6.05536 -0.05202 -0.15
C 1.37064 -5.06892 -1.08246 -0.22
N 1.77355 -5.40173 -2.48149 -0.18
C 2.91884 -4.55844 -2.91773 -0.25
C 4.31636 -5.21158 -2.69808 -0.15
C 5.36094 -4.07812 -2.41610 -0.20
C 5.75066 -4.17942 -0.90304 -0.21
C 6.34905 -2.87418 -0.34338 -0.21
C 6.43845 -2.89389 1.21782 -0.21
C 5.06554 -2.51097 1.82816 -0.28
C 5.04340 -2.63670 3.37082 -0.12
C 0.64015 -4.95470 -3.29817 -1.11
S -0.21855 -6.06116 -4.13079 0.66
S 0.32436 -3.19806 -3.33532 0.95
C -1.46230 -2.92446 -3.66347 -0.39
C -2.01213 -1.97816 -2.52688 -0.26
C -2.35446 -0.55705 -3.05379 -0.08
B -1.04272 0.42358 -3.21978 -0.77
B -1.02489 0.75794 -4.90047 -0.43
N -0.23085 0.05918 -5.97024 0.13
O -1.86974 1.81775 -5.36457 0.06
O -1.11223 1.79260 -2.61645 -0.02
C 0.23824 2.17970 -2.56976 -0.15
C 1.10915 0.87754 -2.24559 -0.41
C 2.29571 0.44869 -3.16868 -0.09
C 3.42434 1.47434 -3.37011 -0.83
O 4.47452 1.24655 -2.96952 0.03
I 3.19181 3.34382 -4.43275 0.81
S 1.47300 0.58347 -0.48183 0.68
C 1.90420 -1.14584 -0.21983 -0.13
O 2.63752 1.36671 -0.11997 -0.33
O 0.34234 0.85809 0.36512 -0.30
O 0.16449 -0.11909 -2.56710 -0.07
H -3.54305 -2.19027 1.54248 0.06
H -2.86496 -0.56471 1.60615 0.07
H -2.70008 -1.67683 3.01885 0.04
H -0.91479 -1.43192 0.70499 0.08
H -0.63725 -2.25241 2.24890 0.09
H -0.99422 -3.54341 -0.25313 0.07
H -2.58161 -3.81119 0.58547 0.10
H -0.99367 -5.65156 0.93715 0.10
H -1.36811 -4.85756 2.47394 0.11
H 1.08562 -3.67661 1.09065 0.08
H 0.86758 -4.27073 2.72990 0.10
H 2.29134 -5.92410 2.08920 0.10
H 0.76488 -6.70441 1.68182 0.10
H 1.67093 -7.06895 -0.37446 0.11
H 3.05830 -5.98449 -0.04385 0.09
H 0.26868 -5.07998 -1.07290 0.10
H 1.64710 -4.03388 -0.81883 0.09
H 2.93366 -3.56926 -2.42262 0.09
H 2.80270 -4.40654 -3.99017 0.09
H 4.24695 -5.91912 -1.86200 0.09
H 4.61045 -5.72771 -3.62246 0.11
H 4.93713 -3.07089 -2.55419 0.09
H 6.23960 -4.16106 -3.07104 0.11
H 6.42662 -5.04374 -0.80904 0.12
H 4.80114 -4.34987 -0.36575 0.09
H 7.33055 -2.63857 -0.77800 0.11
H 5.63597 -2.05998 -0.57036 0.10
H 7.11811 -2.06961 1.49366 0.11
H 6.79556 -3.86182 1.60042 0.11
H 4.82874 -1.46382 1.57506 0.11
H 4.24868 -3.14058 1.43618 0.09
H 5.20798 -3.67800 3.69207 0.07
H 5.81849 -2.00377 3.82895 0.07
H 4.07440 -2.30264 3.77458 0.06
H -2.03314 -3.85583 -3.74518 0.05
H -1.54775 -2.36708 -4.60855 0.06
H -2.96080 -2.43467 -2.18317 0.10
H -1.32215 -1.97034 -1.67533 0.06
H -3.08290 -0.08412 -2.37057 0.11
H -2.83391 -0.68535 -4.04578 0.09
H -0.30225 -0.95050 -5.92200 0.04
H 0.73124 0.36466 -6.01992 0.03
H -2.58699 1.35747 -5.82187 0.06
H 0.23855 2.80445 -1.65208 0.13
H 0.52273 2.79873 -3.43259 0.06
H 2.77585 -0.41522 -2.67995 0.11
H 1.86589 0.06247 -4.10029 0.11
H 2.09185 -1.30265 0.85215 0.07
H 1.06248 -1.80091 -0.49020 0.04
H 2.80760 -1.44696 -0.76997 0.06
C -1.04847 -0.76383 7.95364 -0.05
C -1.80735 0.30215 8.76349 -0.44
C -3.33258 0.20160 8.74253 -0.30
F -3.82977 0.33893 7.49772 0.10
F -3.86575 1.19647 9.49543 0.09
F -1.40585 1.53187 8.36916 0.12
F -1.41107 0.16767 10.06133 0.11
O -0.61033 -0.39184 6.65706 0.05
C -1.50369 -0.51053 5.60281 -0.53
C -1.82722 0.84848 4.98216 -0.26
F -2.36358 1.68966 5.89766 0.08
F -2.73517 0.72180 3.98658 0.10
F -2.60921 -1.17609 5.99373 0.14
F -0.90245 -1.28025 4.67629 0.15
H -0.12387 -0.94921 8.50023 0.15
H -1.56878 -1.72240 7.94758 0.15
H -3.66752 -0.75386 9.15659 0.17
H -0.92693 1.31457 4.57551 0.18
C -4.87615 3.60432 -6.00472 -0.03
C -5.55178 2.39233 -5.34178 -0.44
C -6.32684 1.46155 -6.27336 -0.29
F -7.35224 2.09626 -6.88470 0.08
F -6.86347 0.43948 -5.56102 0.09
F -6.33982 2.82008 -4.32841 0.13
F -4.56033 1.66212 -4.77447 0.12
O -5.57404 4.84464 -5.93401 0.05
C -6.53594 5.10990 -6.88748 -0.54
C -7.92901 5.24032 -6.27298 -0.28
F -8.28578 4.11102 -5.63068 0.10
F -8.84930 5.46047 -7.24541 0.09
F -6.49537 4.19088 -7.87186 0.14
F -6.20174 6.29381 -7.45357 0.14
H -3.96200 3.77981 -5.43640 0.15
H -4.53850 3.38639 -7.01830 0.15
H -5.66878 1.03378 -7.03532 0.17
H -7.96075 6.06826 -5.56142 0.17
C 0.18570 4.41628 9.06660 -0.04
C 0.04956 5.45585 10.19190 -0.44
C -0.00407 6.91994 9.75619 -0.30
F 1.12147 7.29802 9.11659 0.09
F -0.12701 7.71812 10.84782 0.09
F 1.03520 5.26322 11.09787 0.13
F -1.12004 5.18570 10.83858 0.11
O 1.49318 3.92162 8.80765 0.05
C 2.31607 4.64956 7.96390 -0.53
C 3.55838 5.17224 8.68560 -0.28
F 3.22222 5.96792 9.72209 0.10
F 4.31279 5.91036 7.83806 0.10
F 1.62177 5.63246 7.36071 0.14
F 2.70979 3.80322 6.98835 0.15
H -0.36556 3.53940 9.40334 0.13
H -0.31891 4.72805 8.15133 0.15
H -0.86270 7.10298 9.10405 0.18
H 4.16023 4.34412 9.06629 0.18
C -3.76172 5.01438 2.42879 -0.04
C -3.64588 5.24699 3.94504 -0.44
C -4.25613 4.16939 4.83875 -0.30
F -5.58545 4.04039 4.64241 0.09
F -4.08191 4.49851 6.14581 0.09
F -4.15259 6.46485 4.24900 0.13
F -2.31431 5.30383 4.23673 0.10
O -4.81922 5.68668 1.75874 0.05
C -6.06962 5.09189 1.74567 -0.53
C -7.11067 5.93541 2.48121 -0.28
F -6.75892 6.13129 3.76902 0.09
F -8.30815 5.30207 2.48171 0.10
F -6.00037 3.83522 2.22178 0.14
F -6.43482 4.99278 0.44969 0.15
H -2.85903 5.44175 1.99302 0.15
H -3.72424 3.95584 2.16921 0.15
H -3.77806 3.20230 4.66927 0.15
H -7.22575 6.91011 2.00203 0.17
C 4.73133 -1.42222 -9.01123 -0.05
C 5.72364 -2.57378 -9.24443 -0.44
C 5.13102 -3.98261 -9.25117 -0.30
F 4.56087 -4.29443 -8.07072 0.09
F 6.11545 -4.89176 -9.47003 0.09
F 6.72959 -2.48405 -8.34765 0.13
F 6.28574 -2.36812 -10.47170 0.10
O 4.64336 -0.90993 -7.69228 0.05
C 3.80172 -1.55345 -6.79834 -0.52
C 4.56615 -2.15762 -5.62295 -0.26
F 5.48332 -3.05480 -6.04315 0.10
F 3.71276 -2.81250 -4.79809 0.07
F 3.04308 -2.46281 -7.43872 0.14
F 2.95752 -0.61395 -6.32464 0.14
H 5.10902 -0.58341 -9.59559 0.15
H 3.74688 -1.63572 -9.42936 0.15
H 4.38709 -4.09089 -10.04576 0.17
H 5.08262 -1.38055 -5.05306 0.18